[1]
C8H30AgB2N2O2 | ωB97M-V/def2-TZVPD

```
45
C8H30AgB2N2O2, DFT ωB97M-V/def2-TZVPD
Ag 3.366 -30.531 15.376
B 3.780 -33.631 20.680
H 4.715 -33.154 20.930
H 3.952 -34.693 20.599
H 3.055 -33.502 21.469
H 3.518 -33.268 19.699
B 7.352 -31.982 16.416
H 7.176 -31.391 17.301
H 7.354 -31.352 15.540
H 8.352 -32.386 16.445
H 6.679 -32.813 16.272
C -0.987 -28.863 17.384
C -0.530 -29.989 18.195
C -0.946 -31.309 17.539
O -0.232 -31.474 16.289
C -0.596 -32.577 15.494
N 0.916 -29.878 18.391
H -0.788 -27.964 17.968
H -2.011 -28.822 17.014
H -0.454 -28.642 16.459
H -1.007 -29.968 19.175
H -2.031 -31.393 17.476
H -0.511 -32.105 18.143
H -1.463 -32.188 14.959
H -0.929 -33.543 15.873
H 0.153 -32.491 14.708
H 1.166 -30.724 18.882
H 1.042 -29.166 19.096
C 1.281 -29.164 10.218
C 2.812 -28.852 10.354
C 3.195 -27.421 10.908
O 2.830 -27.300 12.337
C 3.034 -26.065 13.119
N 3.461 -29.917 11.217
H 0.680 -28.981 11.109
H 1.147 -30.186 9.863
H 0.776 -28.427 9.594
H 3.299 -28.898 9.381
H 2.571 -26.717 10.358
H 4.210 -27.056 10.751
H 4.088 -25.873 12.918
H 2.917 -26.060 14.202
H 2.597 -25.154 12.711
H 3.427 -30.822 10.770
H 4.455 -29.747 11.264
```

- Net charge: -1
- Kohn-Sham gap: 3.3 eV
- Highest occupied orbital energy: -0.1466 hartree

Results of the natural (NBO) charge analysis, in e, for atoms 1 through 8: 0.903, -0.841, -0.023, -0.029, -0.052, -0.048, -0.856, -0.026


[2]
C8H30O10 | ωB97M-V/def2-TZVPD

```
48
C8H30O10, DFT ωB97M-V/def2-TZVPD
C 1.037 0.653 -1.766
C 0.309 -0.268 -0.793
C -1.147 -0.019 -0.562
C -1.661 1.242 -0.328
C -3.002 1.431 0.017
C -3.836 0.342 0.159
C -3.367 -0.959 -0.058
C -2.053 -1.081 -0.467
H 2.101 0.413 -1.807
H 0.642 0.495 -2.767
H 0.988 1.738 -1.627
H 0.560 -1.250 -1.162
H 0.770 -0.104 0.186
H -1.204 2.206 -0.545
H -3.522 2.376 -0.017
H -4.854 0.401 0.526
H -3.956 -1.851 0.082
H -1.636 -2.060 -0.686
H -0.858 -0.779 -4.034
H -2.042 -0.587 -3.153
O -1.812 -0.614 -4.092
H 1.237 -2.336 -3.916
H 2.014 -1.145 -3.356
O 1.302 -1.377 -3.949
H 1.085 3.685 2.061
H 2.107 2.822 2.882
O 1.276 2.797 2.404
H 0.227 -0.582 2.718
H 1.544 0.214 2.629
O 1.154 -0.646 2.441
H 1.026 4.526 -0.487
H 0.088 3.734 0.342
O 0.558 4.576 0.356
H 3.518 -1.362 -1.936
H 2.805 -1.676 -0.740
O 2.738 -1.873 -1.700
H 0.817 -3.893 0.649
H 1.595 -2.837 1.539
O 1.655 -3.469 0.818
H -0.592 1.493 1.860
H -0.709 1.949 3.210
O -1.117 1.299 2.641
H -2.454 -1.629 3.011
H -1.773 -0.458 2.384
O -1.612 -1.394 2.605
H 2.859 -0.750 1.383
H 3.671 -1.988 1.897
O 3.526 -1.404 1.152
```

- Kohn-Sham gap: 9.1 eV
- Highest occupied orbital energy: -0.3386 hartree

Results of the natural (NBO) charge analysis, in e, for atoms 1 through 8: -0.605, -0.450, -0.020, -0.255, -0.193, -0.227, -0.204, -0.199


[3]
C8H32B4O4S2V | ωB97M-V/def2-TZVPD

```
51
C8H32B4O4S2V, DFT ωB97M-V/def2-TZVPD
V 0.933 -0.045 -1.414
B 0.200 -2.272 -0.896
H -0.909 -2.041 -1.321
H 0.936 -2.136 -1.812
H 0.445 -1.480 -0.052
H 0.202 -3.370 -0.402
B 1.168 2.125 -2.197
H 0.148 1.548 -2.318
H 1.942 1.286 -2.500
H 1.225 3.089 -2.905
H 1.287 2.431 -1.032
B 3.173 -0.481 -1.043
H 4.322 -0.813 -0.976
H 2.485 -1.052 -0.283
H 3.009 0.658 -0.819
H 2.717 -0.720 -2.110
B 0.240 -0.634 -3.688
H 0.181 -1.808 -3.946
H -0.434 -0.424 -2.740
H 1.324 -0.316 -3.330
H -0.047 0.015 -4.662
C 3.043 -0.452 3.271
C 1.772 -0.727 4.075
C 0.566 -0.192 3.251
S 1.197 1.117 2.196
O 0.681 2.388 2.625
O 1.095 0.700 0.832
C 2.898 0.963 2.734
H 3.044 -1.149 2.431
H 3.940 -0.532 3.881
H 1.776 -0.281 5.069
H 1.552 -1.790 4.190
H -0.164 0.212 3.947
H 0.113 -0.952 2.619
H 2.882 1.702 3.544
H 3.664 1.268 2.026
C -4.464 -0.601 -0.366
C -4.334 0.538 -1.388
C -3.505 1.596 -0.715
S -2.196 0.717 0.132
O -2.018 1.303 1.430
O -1.070 0.525 -0.734
C -3.077 -0.848 0.223
H -4.835 -1.507 -0.847
H -5.235 -0.363 0.374
H -5.318 0.877 -1.711
H -3.843 0.174 -2.296
H -4.045 2.006 0.149
H -3.138 2.485 -1.224
H -2.990 -1.262 1.222
H -2.537 -1.472 -0.494
```

- Net charge: -1
- <S²>: 2.011
- Kohn-Sham gap (alpha / beta): 7.5 / 8.0 eV
- Highest occupied orbital energy (alpha / beta): -0.1944 / -0.2114 hartree
- 2S+1: 3

Results of the natural (NBO) charge analysis, in e, for atoms 1 through 8: 0.790, -0.632, -0.033, 0.066, -0.002, 0.011, -0.618, 0.042


[4]
C8H32N12O8 | ωB97M-V/def2-TZVPD

```
60
C8H32N12O8, DFT ωB97M-V/def2-TZVPD
C -1.762 25.072 0.464
O -0.743 25.774 1.172
H -2.543 25.773 0.155
H -1.390 24.743 -0.512
H -2.180 24.216 0.995
H -1.216 26.122 1.946
C -2.265 26.094 -3.083
O -1.032 25.356 -3.019
H -3.015 25.580 -3.674
H -2.642 26.282 -2.075
H -1.983 27.056 -3.516
H -0.369 25.968 -2.689
C -1.617 27.869 4.589
O -1.481 27.405 3.476
N -2.785 28.428 5.037
N -0.606 27.915 5.515
H -3.648 28.197 4.578
H -2.871 28.750 5.985
H -0.683 28.591 6.254
H 0.287 27.738 5.084
C 2.986 25.912 1.361
O 4.144 26.114 1.650
N 2.498 25.442 0.172
N 1.952 25.919 2.272
H 3.015 25.356 -0.680
H 1.494 25.410 0.129
H 2.217 25.927 3.236
H 1.120 25.518 1.875
C -2.641 29.288 0.848
O -3.590 28.567 1.127
N -1.613 28.910 0.041
N -2.482 30.531 1.377
H -1.481 27.935 -0.158
H -0.901 29.582 -0.172
H -3.250 30.913 1.897
H -1.732 31.131 1.090
C 1.364 22.116 2.450
O 1.114 22.973 3.291
N 1.190 22.294 1.112
N 1.747 20.869 2.842
H 0.809 23.138 0.734
H 1.511 21.565 0.503
H 1.820 20.139 2.159
H 1.659 20.658 3.817
C -6.263 26.668 0.046
O -7.171 26.161 -0.606
N -6.335 27.904 0.607
N -5.045 26.063 0.174
H -5.498 28.217 1.077
H -7.290 28.213 0.574
H -4.246 26.463 0.629
H -5.032 25.092 -0.072
C -4.632 22.639 -0.454
O -4.098 21.929 0.373
N -5.970 22.920 -0.424
N -3.964 23.316 -1.438
H -6.438 23.403 -1.172
H -6.552 22.577 0.317
H -2.966 23.220 -1.512
H -4.359 23.777 -2.238
```

- Kohn-Sham gap: 9.4 eV
- Highest occupied orbital energy: -0.3359 hartree

Results of the natural (NBO) charge analysis, in e, for atoms 1 through 8: -0.275, -0.772, 0.154, 0.177, 0.200, 0.519, -0.253, -0.733


[5]
C8H32N16O8 | ωB97M-V/def2-TZVPD

```
64
C8H32N16O8, DFT ωB97M-V/def2-TZVPD
C -8.797 -3.932 -2.767
O -8.142 -4.468 -1.884
N -9.973 -4.323 -3.231
N -8.345 -2.924 -3.498
H -10.497 -4.995 -2.689
H -10.267 -3.982 -4.135
H -7.426 -2.548 -3.309
H -9.031 -2.610 -4.169
C -1.309 3.116 7.786
O -1.884 3.355 8.852
N -0.967 4.181 7.069
N -0.835 2.011 7.398
H -0.157 4.133 6.467
H -1.504 5.019 7.242
H -0.945 1.300 8.108
H -0.302 1.954 6.542
C -6.447 -2.545 -9.464
O -5.568 -3.140 -8.881
N -7.614 -3.058 -9.633
N -6.409 -1.319 -9.931
H -7.889 -3.950 -9.249
H -8.335 -2.631 -10.198
H -7.206 -0.899 -10.387
H -5.761 -0.792 -9.363
C 5.497 4.231 4.660
O 4.448 3.597 4.513
N 5.713 5.381 4.102
N 6.436 3.939 5.422
H 4.823 5.813 3.896
H 6.455 5.957 4.474
H 7.253 4.524 5.525
H 6.350 3.106 5.986
C 0.061 -0.691 -2.092
O -1.037 -0.120 -2.265
N 0.363 -1.615 -2.923
N 0.867 -0.572 -1.106
H 1.298 -1.990 -2.995
H -0.405 -2.039 -3.423
H 1.750 -1.044 -1.237
H 0.750 -0.040 -0.255
C 9.313 -1.305 -3.758
O 8.554 -1.711 -4.633
N 10.421 -0.824 -4.054
N 9.065 -1.383 -2.522
H 11.210 -0.764 -3.426
H 10.588 -0.518 -5.001
H 9.689 -0.926 -1.872
H 8.295 -1.873 -2.090
C -5.156 4.177 1.270
O -5.903 5.067 1.546
N -3.844 4.398 1.216
N -5.350 2.938 0.945
H -3.421 5.309 1.324
H -3.308 3.689 0.736
H -6.198 2.454 1.202
H -4.550 2.336 0.809
C 5.563 -3.371 4.381
O 5.182 -3.149 3.233
N 6.743 -3.436 4.774
N 4.777 -3.309 5.464
H 6.832 -3.084 5.716
H 7.438 -3.204 4.078
H 5.261 -3.404 6.345
H 3.790 -3.496 5.355
```

- Kohn-Sham gap: 9.4 eV
- Highest occupied orbital energy: -0.3367 hartree

Results of the natural (NBO) charge analysis, in e, for atoms 1 through 8: 0.752, -0.664, -0.842, -0.833, 0.412, 0.380, 0.420, 0.375


Taking the records one at a time from the top gives DFT total energy values of -779.029335; -1075.205691; -2464.546941; -1583.215580; -1802.122098 Ha.
Taking the records one at a time from the top gives largest force on an atom values of 0.0954; 0.0383; 0.0321; 0.0360; 0.1794 Eh/bohr.
Taking the records one at a time from the top gives ΔE to the lowest compared entry with this formula, charge and spin values of 9.240; 0.061; 0.000; 0.954; 8.338 eV.